27
Properties=species:S:1:pos:R:3 method="wB97M-V/def2-TZVPD" charge=+1 homo_lumo_gap_ev=8.49 e_tot_ha=-1705.77677 multiplicity=1 e_above_lowest_kj_mol=219.8 e_homo_ev=-13.4
O 1.30687 -1.27358 -0.68552
V -0.12352 -0.52658 -0.60339
O 0.13767 0.46660 0.67031
O -0.07726 3.53024 0.93457
H 0.42050 2.95218 1.51276
H -0.79145 3.85884 1.48064
O 3.31020 -2.73607 -2.44094
H 2.72020 -2.67099 -1.69002
H 3.16718 -1.92545 -2.92948
O -0.68154 -1.37667 -2.61322
H -0.35794 -0.92837 -3.39459
H -0.67962 -2.30400 -2.85046
O 0.98956 2.16197 3.28600
H 1.10435 2.11067 4.23491
H 0.67058 1.29490 3.03563
O 0.68896 1.40213 -1.84487
H 1.25243 2.14536 -1.62955
H 0.30578 1.62903 -2.69217
O -2.22946 0.27089 -0.94991
H -2.64462 0.36549 -1.80718
H -2.72855 0.85218 -0.37611
O -0.08929 -0.39040 3.36003
H -0.42792 -1.19517 3.75235
H -0.80000 -0.07921 2.79942
O -1.28252 -2.25697 0.30596
H -2.06812 -2.70247 -0.01120
H -1.09247 -2.67455 1.14605